{
  "formula": "C3H8N2P2",
  "method": "the ωB97M-V functional and the def2-TZVPD basis",
  "de_lowest_kj_mol": 177.8,
  "e_lumo_ev": -1.315,
  "fmax_ha_per_bohr": 0.07855,
  "species": ["C", "H", "H", "P", "H", "H", "H", "H", "N", "C", "C", "N", "H", "H", "P"],
  "positions_angstrom": [[-1.209772, 0.725763, 0.495499], [1.326151, -2.812417, 1.286879], [-1.820421, 1.195965, -0.271822], [1.185095, -0.515976, 1.190139], [0.104324, 2.156622, -1.504156], [-0.927466, 1.469936, 1.237964], [-1.226339, -2.557195, 0.192173], [1.731100, 1.404445, -1.433513], [-0.148908, -0.807855, -1.149207], [0.025735, 0.101422, -0.152775], [0.872969, 1.746347, -0.877810], [0.911573, -2.041983, 0.780073], [1.121730, 2.339877, -0.015289], [-1.809261, -0.048341, 0.978524], [-0.136510, -2.356613, -0.756681]],
  "forces_ev_per_a": [[0.1, -0.3, 0.2], [0.1, 0.0, 0.1], [0.0, 0.0, -0.1], [-0.7, -0.5, -0.8], [-0.3, 0.1, -0.1], [-0.1, 0.1, 0.1], [0.0, -0.1, 0.0], [0.2, 0.0, -0.1], [0.3, -0.4, -0.6], [1.0, 3.8, -1.0], [-0.9, -3.3, 1.6], [0.7, 0.3, 0.4], [0.1, 0.4, 0.1], [-0.1, 0.0, 0.1], [-0.4, 0.0, 0.1]],
  "lowdin_charge": [-0.15, 0.02, 0.08, 1.03, 0.03, 0.06, -0.11, 0.02, -0.40, -0.83, -0.02, -0.50, 0.01, 0.06, 0.69]
}